Formula: C22H30LiN3O11P3S3
Source: the OMol25 dataset
Level of theory: ωB97M-V/def2-TZVPD

Structure (XYZ):
```
73
Properties=species:S:1:pos:R:3
Li -1.51 1.47 0.72
C -2.63 1.54 5.24
C -1.93 0.72 4.16
O -1.59 -0.56 4.68
P -3.07 0.38 2.76
O -4.11 -0.66 3.42
O -4.05 1.59 2.41
O -2.41 -0.15 1.54
P -0.50 1.57 3.36
O 0.03 2.62 4.48
O 0.55 0.56 3.11
O -1.21 2.34 2.27
H -3.60 1.12 5.49
H -2.74 2.58 4.92
H -2.00 1.54 6.13
H -0.85 -0.90 4.16
H -3.60 -1.32 3.90
H -4.34 2.11 3.17
H 0.97 2.49 4.58
S 0.52 4.23 -1.53
P -0.40 2.85 -2.59
S -2.12 2.08 -1.92
C 0.76 1.45 -2.92
C 0.28 0.27 -3.47
C 1.14 -0.79 -3.73
C 2.49 -0.68 -3.44
C 2.98 0.51 -2.90
C 2.11 1.57 -2.65
C -0.68 3.43 -4.32
C -1.78 3.01 -5.06
C -1.92 3.39 -6.39
C -0.95 4.19 -6.99
C 0.14 4.62 -6.25
C 0.27 4.25 -4.92
H -0.79 0.17 -3.67
H 0.75 -1.71 -4.15
H 3.16 -1.51 -3.62
H 4.03 0.60 -2.66
H 2.48 2.49 -2.20
H -2.53 2.40 -4.58
H -2.78 3.06 -6.96
H -1.06 4.48 -8.03
H 0.89 5.26 -6.71
H 1.11 4.60 -4.33
C 1.60 -4.81 4.63
C 1.03 -4.94 3.22
S 0.92 -3.32 2.49
O 2.23 -2.74 2.52
O -0.21 -2.66 3.11
C 0.48 -3.67 0.78
C 1.33 -2.92 -0.24
N 1.19 -1.48 -0.13
C 0.04 -0.79 -0.32
N 0.17 0.49 -0.01
C 1.46 0.65 0.39
C 2.11 -0.54 0.31
N 3.51 -0.75 0.46
O 4.16 0.19 0.87
O 4.00 -1.78 0.01
C -1.19 -1.41 -0.89
H 1.61 -5.78 5.12
H 0.99 -4.13 5.23
H 2.61 -4.41 4.60
H 0.02 -5.34 3.22
H 1.67 -5.54 2.57
H -0.58 -3.41 0.71
H 0.60 -4.74 0.64
H 1.00 -3.22 -1.23
H 2.38 -3.17 -0.13
H 1.87 1.60 0.67
H -0.93 -2.15 -1.65
H -1.78 -0.62 -1.34
H -1.80 -1.87 -0.11
```

Output
Maximum force = 1.03 eV/Å
2S+1 = 1
Charge = -1
HOMO = -0.1735 hartree

Formula: C16H31BO11S2
Source: the OMol25 dataset
Level of theory: ωB97M-V/def2-TZVPD

Structure (XYZ):
```
61
Properties=species:S:1:pos:R:3
C -5.28 0.63 -1.46
C -5.02 -0.85 -1.75
C -3.67 -1.28 -1.14
C -3.72 -2.78 -0.86
C -2.37 -3.46 -0.49
C -1.11 -2.61 -0.65
C -0.83 -1.66 0.46
C -0.33 -0.46 0.29
B 0.07 0.33 -1.02
O 1.34 0.37 -1.46
O -0.94 1.01 -1.69
C -0.16 0.12 1.66
O 0.05 1.21 1.95
O -0.30 -0.91 2.58
C -1.04 -1.86 1.93
O -1.73 -2.61 2.45
H -6.20 0.96 -1.94
H -4.43 1.21 -1.82
H -5.40 0.80 -0.40
H -5.80 -1.43 -1.26
H -5.01 -1.01 -2.82
H -2.92 -0.99 -1.87
H -3.55 -0.73 -0.21
H -4.14 -3.28 -1.73
H -4.41 -2.92 -0.03
H -2.25 -4.31 -1.16
H -2.41 -3.90 0.50
H -0.26 -3.30 -0.69
H -1.12 -2.12 -1.62
H 1.30 0.61 -2.40
H -1.14 0.61 -2.55
O 2.13 -2.99 7.49
S 3.14 -2.00 7.27
O 3.16 -0.80 8.04
O 3.16 -1.63 5.72
C 1.93 -1.20 5.10
C 1.56 0.22 5.47
C 4.73 -2.75 7.34
H 1.13 -1.90 5.34
H 2.10 -1.26 4.03
H 1.32 0.30 6.53
H 0.70 0.55 4.90
H 2.40 0.90 5.28
H 4.72 -3.65 6.72
H 4.92 -3.01 8.38
H 5.47 -2.04 6.98
O 0.47 2.90 -6.16
S 1.80 2.78 -5.67
O 2.10 1.92 -4.56
O 2.38 4.23 -5.36
C 1.61 5.09 -4.48
C 1.74 4.69 -3.02
C 2.89 2.39 -6.99
H 0.57 5.11 -4.80
H 2.02 6.09 -4.63
H 1.28 3.72 -2.84
H 1.25 5.43 -2.39
H 2.79 4.61 -2.74
H 2.70 3.07 -7.82
H 2.69 1.36 -7.29
H 3.92 2.49 -6.64
```

Output
Maximum force = 4.23 eV/Å
2S+1 = 1
Charge = 0
HOMO = -0.3856 hartree
Structure (SMILES) = CCCCCCC1=C(B(O)O)C(=O)OC1=O.CCOS(C)(=O)=O.CCOS(C)(=O)=O